Record 1
DFT (ωB97M-V with the def2-TZVPD basis set) results for a 5-piece molecular cluster, C32H75BNO14 overall in a non-equilibrium geometry.

The LUMO energy comes out at 2.261 eV. As for the HOMO energy: -0.18550 Ha. The energy comes out at -65223.9141 eV. The calculation puts the strongest force on any atom at 3.86 eV/A.

```
! wB97M-V def2-TZVPD RIJCOSX def2/J DEFGRID3
* xyz -1 1
C -0.95 -5.07 6.09
H 4.64 -3.50 -1.42
C -5.29 -3.53 0.43
H 4.09 -1.37 7.80
H -1.04 0.44 -8.74
C 3.76 -2.81 0.50
H 4.98 5.65 -1.06
H 0.77 6.98 -2.12
H -4.95 -0.81 2.28
H 0.74 0.78 1.46
C 0.05 9.84 -1.55
H 1.74 -1.90 -1.37
H -5.37 -2.40 2.87
H 3.49 -1.57 5.17
C -6.44 -4.29 1.10
C 5.57 -1.53 -0.94
C 0.69 -1.81 -0.97
C 5.03 -2.98 -0.48
H 4.00 5.43 0.43
H 1.92 -0.60 1.25
H -5.48 -3.53 -0.64
H 3.13 1.71 -2.06
H 3.22 -1.87 0.15
H 0.46 -5.47 4.12
H -1.55 -3.55 0.99
H -1.28 3.09 -9.28
H -4.33 -4.02 0.59
C -7.28 -4.65 3.27
H 5.17 1.68 -0.46
H -2.73 -1.70 1.48
H -0.70 1.68 -3.89
H 0.39 5.28 -2.31
C 4.84 0.73 -1.03
C -3.28 -2.12 2.32
H -2.20 3.94 -8.01
C -0.89 0.93 -7.76
H -6.95 -4.81 4.30
O 0.23 5.91 -0.41
O 2.69 -2.55 6.83
H 0.58 -2.64 -0.18
C -1.43 3.19 -8.20
H 2.47 4.66 -1.03
C 0.01 8.28 0.22
O -0.57 0.33 -5.39
H 3.22 1.63 0.91
H -0.50 3.51 -7.72
O 5.22 -0.39 -0.20
H 2.75 5.43 -2.62
C 3.27 0.88 -1.27
H 0.06 8.92 1.12
H -5.20 -0.45 -5.76
C 0.90 5.99 -1.67
H 5.81 -3.58 0.08
H 3.01 -3.66 0.40
C -1.71 -3.86 2.03
H 1.37 -6.47 5.30
H 4.05 -3.09 8.25
H -0.67 -0.50 0.19
C 1.11 -5.44 5.01
H -0.82 9.35 -2.01
C -1.07 -0.10 -6.65
H -7.83 -3.71 3.23
O -3.02 -3.52 2.45
H 1.30 -1.64 3.93
H 0.07 0.40 -1.22
H 0.12 1.35 -7.71
H -7.35 -3.69 1.03
H -2.48 -0.10 -3.63
N -0.22 -2.23 -2.11
O -3.61 0.68 -5.19
B 2.41 1.36 0.06
C -4.77 -1.87 2.13
H 0.64 -2.70 5.16
O 3.15 6.63 -1.03
H 2.98 -5.30 4.00
C -1.33 1.35 -4.73
H 0.08 -1.77 -2.99
H -1.61 -4.95 2.08
H -1.40 -4.51 6.91
H -2.10 -0.44 -6.57
H 1.78 2.35 -0.17
H -1.18 -1.97 -1.88
C -4.55 -0.34 -4.90
H -7.91 -5.48 2.96
H 0.10 6.57 1.49
H -4.03 -1.29 -4.73
C -2.65 0.85 -4.15
H -0.27 10.68 -0.93
C 2.39 -4.68 4.67
C 1.57 -2.39 4.68
H 0.69 10.21 -2.35
C 4.29 6.13 -0.35
H -6.59 -5.24 0.58
H -3.05 1.59 -3.45
O 6.33 -1.54 -1.94
C 2.37 5.59 -1.61
H -2.94 -1.64 3.25
C 0.32 -0.36 -0.40
H 4.03 -2.64 1.59
H 4.80 6.98 0.13
H -0.96 -3.40 2.68
H -1.39 -4.71 5.15
C 2.53 -1.74 5.67
H -5.15 -0.07 -4.02
H 2.11 -0.78 6.00
C 1.37 0.23 0.66
O -1.87 1.96 -7.65
H 3.00 -4.49 5.55
H 5.37 0.79 -2.04
H -0.47 -0.98 -6.91
H -1.17 -6.13 6.22
H -1.03 8.19 -0.09
O 2.15 -3.47 3.94
O 0.44 -4.83 6.10
H -1.46 2.22 -5.37
H 1.64 6.93 0.74
O -6.12 -4.58 2.46
C 0.57 6.90 0.56
H 2.90 -0.09 -1.76
C 3.97 -2.39 7.42
O 0.79 8.91 -0.79
O -5.23 -2.15 0.81
H 4.76 -2.63 6.70
*
```

These are the Löwdin partial charges, in e, on atoms 1 to 99: C -0.1048; H 0.1172; C -0.1750; H 0.0860; H 0.1229; C -0.1194; H 0.0868; H 0.1123; H 0.1262; H 0.0769; C -0.1202; H 0.0894; H 0.1145; H 0.1284; C -0.1959; C -0.3883; C -0.2894; C -0.1204; H 0.0920; H 0.0715; H 0.1255; H 0.0874; H 0.0391; H 0.1181; H 0.0811; H 0.0840; H 0.1190; C -0.1174; H 0.1196; H 0.1199; H 0.1276; H 0.1245; C -0.2209; C -0.1862; H 0.0870; C -0.1959; H 0.0873; O -0.1259; O -0.2099; H 0.0980; C -0.1160; H 0.1150; C -0.1980; O -0.1299; H 0.0373; H 0.0875; O -0.0483; H 0.1246; C -0.1895; H 0.1220; H 0.0847; C -0.1719; H 0.1085; H 0.0758; C -0.1006; H 0.1232; H 0.0846; H 0.0824; C -0.1936; H 0.0850; C -0.1784; H 0.0855; O -0.2118; H 0.1262; H 0.1045; H 0.1259; H 0.1233; H 0.1174; N -0.0484; O -0.2101; B -0.5633; C -0.1743; H 0.1152; O -0.2144; H 0.1262; C -0.1652; H 0.0499; H 0.0879; H 0.0882; H 0.1161; H 0.0260; H 0.0367; C -0.1161; H 0.0852; H 0.1267; H 0.0863; C -0.1851; H 0.0832; C -0.1753; C -0.1725; H 0.0863; C -0.1102; H 0.1233; H 0.1279; O 0.0194; C -0.1845; H 0.1277; C -0.2186; H 0.0780

***

Record 2
DFT (ωB97M-V with the def2-TZVPD basis set) results for a 12-piece molecular cluster, C32H76F6N10O10P overall in a non-equilibrium geometry.

The LUMO energy comes out at 1.854 eV. As for the HOMO energy: -0.22604 Ha. The energy comes out at -95399.6068 eV. The calculation puts the strongest force on any atom at 2.84 eV/A.

```
! wB97M-V def2-TZVPD RIJCOSX def2/J DEFGRID3
* xyz -1 1
F 0.14 1.43 0.49
H 2.11 -0.53 3.36
H 0.29 4.09 1.81
H 2.26 0.59 -1.01
H -2.61 -2.44 0.94
H 0.94 4.68 -2.57
C 3.71 1.29 5.08
H 5.77 0.94 5.88
C -0.57 4.67 -4.13
H -4.94 2.19 0.37
H -1.31 -2.02 -0.20
C -4.61 3.98 1.28
C -4.83 3.20 -0.03
H -4.97 1.22 3.23
H -4.15 -1.95 -1.80
H -2.03 1.93 3.91
C -4.22 0.43 3.12
H 0.43 -5.23 2.81
O -5.09 3.58 2.32
N -1.94 -2.68 0.23
C -3.49 -2.37 -4.62
H -3.77 5.67 0.38
N -5.91 -1.24 3.57
H -4.38 -3.81 0.44
C -4.83 -0.92 2.83
H 4.04 3.50 -2.30
H 2.35 2.26 -0.81
C -2.41 -3.68 -0.56
N -0.54 3.70 2.22
H 5.88 1.85 1.13
C 5.60 -4.16 1.32
H -6.48 -0.52 3.97
F -0.09 1.53 -1.78
H 2.88 1.70 5.66
H -3.90 1.19 -1.99
H 1.68 1.98 3.94
F -2.11 0.27 -1.58
O 2.88 4.35 -4.74
C -5.46 -0.23 -2.04
H 4.21 -4.82 -0.87
H 3.88 -2.85 1.64
C 1.03 -2.92 -3.97
H -4.09 -0.78 -0.46
H -3.60 0.33 4.01
H 5.83 -3.76 0.32
H 0.99 0.27 2.29
C 4.96 1.67 5.86
C 1.51 -5.37 2.65
C 4.10 1.49 -1.52
H 1.95 -5.06 3.60
H 1.62 -6.45 2.50
H 6.22 -3.66 2.06
C 2.03 0.29 2.63
O -2.84 -3.37 -4.37
H 2.52 -0.01 1.70
H 2.81 -2.98 -5.04
O 0.06 -3.51 -3.56
C -0.58 3.52 3.55
F -1.79 2.19 -0.49
H -5.50 -2.98 -4.64
C 1.19 -1.42 -3.80
C 5.13 2.33 1.75
C -3.64 -4.41 -0.09
N 2.08 -3.51 -4.61
N -2.99 -1.18 -4.19
H -0.92 5.26 -4.98
C 1.85 -4.52 1.44
O -4.32 -1.69 2.03
H 5.69 1.42 3.57
H 5.05 3.30 -0.82
H 2.00 -2.63 -0.57
N 3.70 1.88 3.74
F -0.05 -0.53 -0.75
H 5.40 2.57 5.44
N 3.22 -4.76 0.96
H -3.75 5.56 2.12
H 2.23 2.31 2.28
N -3.94 5.15 1.22
C 4.71 2.84 -1.75
H -1.72 3.12 5.25
H -3.92 3.16 -0.64
O 0.30 3.93 4.30
O 4.72 0.50 -1.89
C -4.82 -2.44 -5.31
H 2.51 -5.18 -0.95
H -2.80 3.48 3.96
C -1.86 2.97 4.18
H 4.11 -4.27 2.74
N -4.84 0.96 -2.24
C 4.81 1.42 2.91
H -3.62 -0.40 -4.13
H 4.77 1.96 6.90
F -1.76 0.25 0.66
C 3.24 -4.50 -0.50
C 2.92 -3.07 -0.95
H -4.78 -2.96 -6.26
H -5.51 -1.80 -0.67
H -6.21 -2.20 3.56
H -1.34 4.72 -3.37
H -2.23 -1.19 -3.52
H 3.67 -2.38 -0.56
C 0.83 4.96 -3.61
H 4.59 0.43 2.49
H -4.27 -4.76 -0.91
H -5.38 1.63 -2.75
H -5.66 3.61 -0.59
H 1.15 -4.87 0.68
C 2.35 1.66 3.15
H -5.29 -1.46 -5.47
C -0.34 3.21 -4.61
P -0.93 0.79 -0.60
H -3.31 -5.22 0.57
H -0.86 2.99 -5.54
H -0.46 2.53 -3.77
H 1.17 5.98 -3.77
H 3.53 0.21 4.99
H -3.63 0.80 2.28
O 1.05 3.11 -5.03
H 2.11 -4.51 -4.67
H 4.25 2.58 1.16
H 2.86 -3.09 -2.03
H 5.65 2.65 -2.27
H 0.27 -1.00 -3.41
N 2.80 1.42 -1.14
C -4.73 -1.25 -1.20
H 1.44 -0.91 -4.74
H 1.55 -3.47 1.52
H -1.36 3.39 1.73
H 5.56 3.27 2.12
H 2.00 -1.16 -3.13
O -1.99 -3.91 -1.69
C 4.14 -3.91 1.71
H 5.82 -5.21 1.12
C 1.72 4.19 -4.55
O -6.59 -0.43 -2.47
*
```

These are the Löwdin partial charges, in e, on atoms 1 to 99: F -0.1919; H 0.0707; H 0.1108; H 0.0789; H 0.0554; H 0.1286; C -0.2586; H 0.0641; C -0.1400; H 0.0738; H 0.0638; C -0.5898; C -0.0109; H 0.0685; H 0.0762; H 0.0582; C -0.0114; H 0.0674; O 0.0202; N 0.1796; C -0.5933; H 0.0996; N 0.1584; H 0.0506; C -0.5637; H 0.0687; H 0.0877; C -0.6003; N 0.1830; H 0.0797; C -0.0964; H 0.0980; F -0.1660; H 0.1121; H 0.0649; H 0.0883; F -0.1563; O 0.1179; C -0.5984; H 0.1010; H 0.1040; C -0.6039; H 0.0553; H 0.0853; H 0.0608; H 0.0588; C -0.1067; C -0.0987; C -0.6014; H 0.0593; H 0.0697; H 0.0675; C -0.0988; O 0.0414; H 0.0621; H 0.0933; O 0.0561; C -0.5907; F -0.1999; H 0.0858; C -0.0042; C -0.0888; C -0.0227; N 0.1430; N 0.1655; H 0.1108; C -0.2789; O 0.0237; H 0.0994; H 0.0599; H 0.0663; N -0.1769; F -0.1205; H 0.0733; N -0.1775; H 0.1057; H 0.0970; N 0.1592; C -0.0073; H 0.0791; H 0.0488; O -0.0015; O 0.0093; C -0.0110; H 0.1113; H 0.0653; C 0.0059; H 0.1076; N 0.1548; C -0.2605; H 0.0669; H 0.0633; F -0.1396; C -0.2416; C -0.0724; H 0.0759; H 0.0854; H 0.1072; H 0.1078

***

Record 3
DFT (ωB97M-V with the def2-TZVPD basis set) results for C32H80ClFInO18S2 as an isolated structure in a non-equilibrium geometry.

The LUMO energy comes out at 1.815 eV. For the energy relative to the best compared isomer or geometry (same formula, charge and spin), the calculation gives 0.00 kJ/mol. As for the HOMO energy: -0.21587 Ha. The energy comes out at -113412.6606 eV. The calculation puts the strongest force on any atom at 1.10 eV/A.

```
! wB97M-V def2-TZVPD RIJCOSX def2/J DEFGRID3
* xyz -1 1
H -6.64 -7.73 1.78
O 6.39 4.02 -2.24
H 3.54 -1.72 -3.42
H 6.26 0.87 -5.61
C 3.54 -2.74 5.94
H 6.59 2.11 -1.58
H -2.75 8.94 -0.15
H 1.09 -1.85 -4.47
H -5.20 -5.80 2.05
C -9.23 -2.11 4.65
H 0.80 0.79 0.71
C 3.92 -0.49 3.56
C 4.03 0.69 5.61
H -6.47 -2.31 1.85
H 7.99 -0.71 -4.91
H 4.98 -0.20 3.57
H -1.19 2.25 -0.97
H 3.06 -0.23 -2.60
H -0.06 0.35 -1.53
H -3.32 4.39 -1.45
H 2.87 -1.90 6.13
H -8.59 -1.48 2.70
C 7.18 3.03 -1.61
H -0.80 2.27 -4.61
C 0.80 0.86 -4.33
H 0.18 7.21 -0.90
H 2.94 -3.63 5.71
H 6.46 5.66 -3.44
C 7.12 4.84 -3.13
C -0.51 7.14 -1.74
H -8.85 -5.36 4.59
C -1.63 1.38 -0.47
O 4.04 -0.03 -4.42
H 4.11 1.93 -4.97
H 0.75 2.75 -5.33
C -3.19 -6.11 2.73
C 3.80 -1.99 3.71
H -3.01 -0.30 1.96
H -5.60 0.72 1.12
H -3.09 0.63 -1.90
H -3.50 -8.08 5.35
C 4.62 1.25 -4.28
C -3.06 1.11 -0.93
F -3.81 -2.45 -1.84
H 6.35 -1.34 -4.55
H 6.90 5.92 -0.47
H 4.13 -2.94 6.83
C -3.04 -7.79 4.41
O -3.56 -6.53 4.05
H 8.09 2.58 0.27
H -1.32 -0.72 -0.90
O -0.06 -0.20 -3.97
C 3.85 -0.71 -3.19
C -4.29 -6.33 1.73
C -1.81 8.40 -0.20
H -3.25 -8.55 3.65
H -2.32 1.92 -6.45
C 0.15 -0.07 0.55
H 4.65 1.52 5.25
H 3.37 1.06 6.40
H -1.87 7.52 0.45
H 6.46 2.28 -4.55
O 1.01 -2.45 1.38
O -0.31 1.40 -6.42
H 4.68 -0.09 6.02
H 4.29 -2.47 2.85
H -1.68 5.64 -2.74
C -5.73 -8.15 2.23
S -4.57 -2.39 -0.39
H 8.49 6.56 -0.01
In -4.13 -0.08 0.62
C 6.09 1.25 -4.60
H 0.02 7.45 -2.64
C -8.72 -4.39 5.05
H -1.96 0.36 -5.66
H -7.66 -4.14 5.07
C -6.61 -2.86 2.79
H -0.10 5.09 -2.14
H 7.43 4.29 -4.02
H -10.19 -1.58 4.61
O -5.94 -2.68 -0.72
H -2.29 -6.64 2.41
S 1.33 -1.42 0.44
H -8.86 -2.05 5.68
C 0.13 -1.38 -4.72
H 7.61 -1.35 -3.29
H -1.63 1.63 0.60
H -1.84 0.52 -7.43
O -3.88 -3.40 0.39
H -3.40 6.13 -1.03
O -4.58 -7.72 1.54
H 3.49 -0.20 2.60
H 1.15 1.34 -3.40
O -9.46 -3.46 4.29
C -0.72 0.16 -0.68
H 7.47 5.76 1.21
C -2.97 5.16 -0.75
H 4.77 -0.74 -2.60
H 1.67 0.49 -4.87
O -1.56 5.20 -0.72
O 8.43 4.54 -0.18
H -9.10 -4.43 6.08
C 0.08 1.90 -5.16
H 8.01 5.27 -2.65
H 8.08 2.82 -2.20
H -1.00 9.05 0.15
H -5.77 -9.23 2.15
C 7.78 5.75 0.15
C 7.21 -0.80 -4.14
H -3.99 -5.91 0.77
O -6.95 -1.98 3.85
O -1.60 8.03 -1.55
H -7.38 -3.62 2.63
Cl 1.03 -2.26 -1.39
C -1.68 1.03 -6.48
O 2.66 -0.89 0.50
H -0.43 -0.29 1.44
O 3.21 0.20 4.57
O 4.44 -2.46 4.89
H -3.61 2.05 -1.01
C -8.24 -1.43 3.73
H -5.67 -3.34 3.05
H 2.75 -2.28 3.70
C 7.56 3.42 -0.20
H -2.96 -5.04 2.77
H -3.31 4.90 0.25
H -1.95 -7.73 4.55
H 4.47 1.63 -3.26
H 0.10 -1.19 -5.80
O 6.83 0.48 -3.66
H -0.67 -2.07 -4.46
C -0.97 5.71 -1.90
H 6.66 3.62 0.38
H -5.70 -7.87 3.29
H -8.17 -0.37 4.01
*
```

These are the Löwdin partial charges, in e, on atoms 1 to 99: H 0.0872; O -0.1934; H 0.0818; H 0.1281; C -0.1188; H 0.1186; H 0.0876; H 0.0691; H 0.1190; C -0.2104; H 0.1093; C -0.1949; C -0.1248; H 0.0566; H 0.0872; H 0.1264; H 0.0926; H 0.0688; H 0.0744; H 0.0813; H 0.0838; H 0.1308; C -0.2040; H 0.1246; C -0.2065; H 0.1253; H 0.0891; H 0.0900; C -0.1158; C -0.2081; H 0.0863; C -0.3237; O -0.2038; H 0.1281; H 0.1228; C -0.1894; C -0.1954; H -0.0796; H -0.1097; H 0.0329; H 0.0840; C -0.2013; C -0.3254; F -0.2998; H 0.0852; H 0.0828; H 0.0847; C -0.1295; O -0.1913; H 0.1272; H 0.0926; O -0.2138; C -0.1081; C -0.1948; C -0.1151; H 0.0812; H 0.0874; C -0.2547; H 0.0851; H 0.0867; H 0.0837; H 0.1057; O -0.3452; O -0.1869; H 0.0817; H 0.1289; H 0.1272; C -0.1272; S 0.4584; H 0.0870; In 0.4914; C -0.1951; H 0.1234; C -0.1164; H 0.0853; H 0.0838; C -0.0917; H 0.1237; H 0.0768; H 0.1208; O -0.4057; H 0.1263; S 0.3424; H 0.1225; C -0.1100; H 0.0899; H 0.0819; H 0.0869; O -0.4181; H 0.0830; O -0.1897; H 0.0992; H 0.1222; O -0.1901; C -0.2743; H 0.0881; C -0.1022; H 0.0889; H 0.1150